1.
Formula: C34H34ClFNO17S
Source: OMol25
Level of theory: ωB97M-V/def2-TZVPD

ORCA input file:
```
! wB97M-V def2-TZVPD RIJCOSX def2/J DEFGRID3
* xyz 1 1
C -2.2368 4.0915 2.0939
C -1.5656 2.8870 2.6975
C -0.6981 1.7873 1.8294
C -0.9700 1.9017 0.1828
C 0.3201 2.3758 -0.7100
C 1.8079 2.7865 -0.1745
C 2.9092 1.4235 -0.5048
C 4.5905 1.8151 -0.3219
O 3.8264 1.5865 -1.7603
C 0.0896 2.4475 -2.3513
Cl 1.4479 2.9540 -3.5592
C -1.4142 2.0922 -2.9386
N -2.6025 1.6973 -2.0349
C -3.9137 1.4617 -2.7839
O -4.0996 2.3169 -3.9659
C -5.0178 3.4369 -3.7137
C -4.2591 4.5941 -2.8324
O -5.2064 4.9824 -1.7518
C -4.9087 6.3375 -1.2572
C -3.4871 6.4534 -0.4412
C -2.4580 1.5569 -0.5036
S -3.9380 1.0518 0.5554
O -4.8246 -0.0676 -0.1185
O -4.8292 2.3303 0.8065
F -3.5388 0.4452 2.1055
H -2.7468 3.9394 1.0489
H -2.1703 5.0942 2.6948
H -1.6549 2.7356 3.8711
H -0.9896 0.6601 2.0936
H 0.4289 1.8984 2.1180
H 1.9003 3.0100 0.9670
H 2.2082 3.6561 -0.8557
H 2.5370 0.2789 -0.1506
H 4.6385 2.9872 -0.4722
H 5.4074 1.0657 -0.7057
H -1.5100 2.1662 -4.1264
H -4.8757 1.6469 -2.1015
H -3.9720 0.3263 -3.0958
H -6.0442 3.0778 -3.2806
H -5.2422 3.9249 -4.7800
H -4.0650 5.5456 -3.5238
H -3.1995 4.2656 -2.4250
H -5.7657 6.6583 -0.5237
H -4.9145 7.0935 -2.1545
H -2.8364 7.3161 -0.9390
H -3.6527 6.7200 0.7029
H -2.8756 5.4436 -0.5345
C 1.3076 -3.3361 5.6137
C 1.6963 -2.6179 4.5584
C 0.7045 -1.9867 3.6444
O 1.0919 -1.3166 2.6936
C -0.7240 -2.2016 3.9233
C -1.1125 -2.9228 4.9767
C -0.1209 -3.5306 5.9059
O -0.5087 -4.1728 6.8761
O -2.4534 -3.1310 5.2432
O 3.0373 -2.4329 4.2758
H 2.0178 -3.7986 6.2875
H -1.4341 -1.7522 3.2410
H -2.4753 -3.6807 6.0567
H 3.0591 -1.8783 3.4658
C 9.1294 -1.5365 -3.2243
C 8.7574 -0.4524 -2.5410
C 7.3419 0.0100 -2.5342
O 7.0267 0.9988 -1.8817
C 6.3647 -0.7504 -3.3291
C 6.7376 -1.8325 -4.0151
C 8.1474 -2.3104 -3.9994
O 8.4560 -3.3189 -4.6252
O 5.8250 -2.5502 -4.7664
O 9.6753 0.2816 -1.8123
H 10.1544 -1.8851 -3.2362
H 5.3429 -0.3932 -3.3298
H 6.3375 -3.2866 -5.1656
H 9.1615 1.0144 -1.4083
C -2.2899 -5.8249 2.4872
C -1.1165 -5.5453 1.9166
C -0.7613 -6.0834 0.5742
O 0.3167 -5.7937 0.0671
C -1.7344 -6.9595 -0.0966
C -2.9063 -7.2418 0.4757
C -3.2725 -6.6814 1.8054
O -4.3646 -6.9440 2.2978
O -3.8244 -8.0666 -0.1479
O -0.1868 -4.7432 2.5525
H -2.5619 -5.4387 3.4615
H -1.4563 -7.3582 -1.0638
H -4.5902 -8.1150 0.4650
H 0.5764 -4.6900 1.9369
*
```

Output
Kohn-Sham gap in eV: 5.735
E_LUMO in eV: -5.77

***

2.
Formula: C34H35AuN5S4
Source: OMol25
Level of theory: ωB97M-V/def2-TZVPD

ORCA input file:
```
! wB97M-V def2-TZVPD RIJCOSX def2/J DEFGRID3
* xyz -1 3
Au -0.1333 0.1778 0.0796
S -1.7417 1.1387 -1.3043
C -2.9417 0.8041 -0.0997
S -2.2283 0.0725 1.2840
C -4.2790 1.0855 -0.2392
C -5.1967 0.7487 0.7964
N -5.9298 0.4670 1.6395
C -4.7751 1.7118 -1.4179
N -5.1701 2.2150 -2.3759
S 1.2955 -0.9332 1.5881
C 0.2435 -2.1523 2.2480
N 0.3651 -2.4424 3.5957
C -0.3917 -3.5667 4.1005
C -1.8019 -3.4580 3.5787
N -1.7643 -3.4581 2.1362
C -2.9572 -3.9640 1.4808
C -3.0191 -5.4693 1.5304
C -2.0400 -6.2179 0.8779
C -2.0637 -7.6006 0.9345
C -3.0645 -8.2566 1.6439
C -4.0402 -7.5196 2.2945
C -4.0135 -6.1306 2.2372
C -0.7653 -2.8098 1.4637
S -0.7491 -2.7631 -0.2271
C 1.5717 -2.1107 4.3414
C 2.6663 -3.1469 4.1983
C 2.6982 -4.2560 5.0392
C 3.6673 -5.2366 4.8890
C 4.6243 -5.1153 3.8919
C 4.6074 -4.0094 3.0545
C 3.6360 -3.0308 3.2071
H -0.3813 -3.5293 5.1915
H 0.0471 -4.5234 3.7854
H -2.2785 -2.5427 3.9547
H -2.3909 -4.3158 3.9101
H -2.9377 -3.6099 0.4516
H -3.8352 -3.5321 1.9730
H -1.2638 -5.6962 0.3298
H -1.3005 -8.1721 0.4215
H -3.0805 -9.3383 1.6867
H -4.8227 -8.0223 2.8488
H -4.7792 -5.5527 2.7426
H 1.2882 -2.0241 5.3940
H 1.9183 -1.1357 4.0064
H 1.9586 -4.3491 5.8267
H 3.6762 -6.0935 5.5506
H 5.3819 -5.8788 3.7696
H 5.3510 -3.9076 2.2748
H 3.6176 -2.1769 2.5427
C 0.2110 3.7284 0.5455
C 1.3674 3.9909 -0.4177
C 2.7135 3.7938 0.2849
C 1.3006 3.2457 -1.7404
C 1.1574 3.9974 -2.8991
C 1.2257 3.4202 -4.1560
C 1.4807 2.0631 -4.2518
C 1.5973 1.2491 -3.1304
C 1.9507 -0.2085 -3.3551
C 0.7723 -1.1623 -3.1863
C 3.1419 -0.6635 -2.5114
C 1.4465 1.8396 -1.8560
N 1.5198 1.1323 -0.6660
H 0.2680 4.4314 1.3800
H 0.2542 2.7216 0.9604
H -0.7576 3.8456 0.0588
H 1.3113 5.0485 -0.6984
H 2.8349 2.7601 0.6052
H 2.7710 4.4379 1.1654
H 3.5438 4.0454 -0.3780
H 1.0108 5.0676 -2.8040
H 1.1056 4.0221 -5.0471
H 1.5909 1.6043 -5.2284
H 2.2591 -0.2602 -4.4053
H 0.5466 -1.3382 -2.1391
H 1.0099 -2.1330 -3.6276
H -0.1295 -0.7791 -3.6672
H 2.9002 -0.6410 -1.4475
H 4.0126 -0.0247 -2.6744
H 3.4125 -1.6894 -2.7713
*
```

Output
Kohn-Sham gap (spin up / spin down) in eV: 5.762 / 6.492
E_LUMO (spin up / spin down) in eV: 1.65 / 1.55

***

3.
Formula: C34H35BCoF4N6O3PS
Source: OMol25
Level of theory: ωB97M-V/def2-TZVPD

ORCA input file:
```
! wB97M-V def2-TZVPD RIJCOSX def2/J DEFGRID3
* xyz -1 2
Co 0.7699 -0.3476 0.4324
O 1.7240 2.6379 1.2789
S 2.1248 1.6843 2.3001
O 3.3733 1.9216 2.9728
O 2.0167 0.2716 1.8381
C 0.8478 1.8979 3.5265
C 1.1609 2.6967 4.6225
C 0.1739 3.0539 5.5215
C -1.1320 2.6266 5.3181
C -1.4378 1.8316 4.2285
C -0.4517 1.4452 3.3172
P -0.9035 0.4116 1.8642
C -2.1654 -0.6883 2.5971
C -3.5052 -0.3150 2.7246
C -4.4119 -1.1564 3.3470
C -3.9920 -2.3817 3.8465
C -2.6674 -2.7656 3.7142
C -1.7557 -1.9241 3.0899
C -1.9192 1.5859 0.8947
C -1.6395 2.9464 0.9277
C -2.2723 3.8155 0.0459
C -3.1932 3.3319 -0.8696
C -3.4853 1.9714 -0.9002
C -2.8487 1.1042 -0.0295
H 2.1857 3.0181 4.7448
H 0.4194 3.6692 6.3781
H -1.9126 2.9095 6.0131
H -2.4551 1.4971 4.0895
H -3.8454 0.6350 2.3329
H -5.4486 -0.8556 3.4381
H -4.7035 -3.0438 4.3243
H -2.3346 -3.7331 4.0593
H -0.7292 -2.2434 2.9684
H -0.8994 3.3263 1.6224
H -2.0383 4.8725 0.0760
H -3.6878 4.0112 -1.5533
H -4.2112 1.5873 -1.6068
H -3.0585 0.0429 -0.0717
C -1.4409 1.6905 -4.0911
N -0.3330 1.7418 -3.1540
C 0.3649 3.0058 -3.0345
C -0.2443 0.8556 -2.1078
N 0.2263 1.1141 -0.9553
N -0.6936 -0.4186 -2.4476
C -0.9348 -1.4821 -1.6040
N -1.4667 -2.5901 -2.2163
N -0.7420 -1.4107 -0.3379
H -1.8147 2.7016 -4.2593
H -2.2652 1.1022 -3.6884
H -1.1457 1.2765 -5.0618
H 0.4981 3.4244 -4.0315
H 1.3541 2.8437 -2.6119
H -0.1893 3.7269 -2.4195
H 0.4867 2.0840 -0.8173
H -0.7463 -0.6084 -3.4331
H -1.1633 -2.7640 -3.1621
H -1.4170 -3.4170 -1.6264
H -0.9552 -2.2953 0.1255
C 3.4754 -4.8513 -1.9759
C 2.2275 -4.6506 -1.4033
C 1.7945 -3.3798 -1.0578
C 2.5935 -2.2438 -1.2585
C 3.8788 -2.4786 -1.7967
C 4.2982 -3.7460 -2.1562
N 2.1743 -0.9619 -0.9309
C 2.7436 0.0302 -1.7371
C 2.7168 -0.0821 -3.1428
C 3.2445 0.8991 -3.9641
C 3.8171 2.0459 -3.4209
C 3.8442 2.1783 -2.0384
C 3.3241 1.1894 -1.2154
H 3.8124 -5.8452 -2.2424
H 1.5815 -5.4921 -1.1897
H 0.8390 -3.2692 -0.5802
H 4.5534 -1.6417 -1.9233
H 5.2948 -3.8738 -2.5652
H 2.2853 -0.9765 -3.5792
H 3.2090 0.7699 -5.0408
H 4.2364 2.8123 -4.0614
H 4.2883 3.0564 -1.5832
H 3.3701 1.3064 -0.1475
F 0.3147 -3.4779 1.6460
B -0.5172 -4.5680 1.3262
F -1.3022 -4.9175 2.4250
F 0.2140 -5.6525 0.8674
F -1.3816 -4.1096 0.2567
*
```

Output
Kohn-Sham gap (spin up / spin down) in eV: 5.927 / 5.914
E_LUMO (spin up / spin down) in eV: 2.11 / 2.11

***

4.
Formula: C34H35BrF6IrN6O5S2SbSe
Source: OMol25
Level of theory: ωB97M-V/def2-TZVPD

ORCA input file:
```
! wB97M-V def2-TZVPD RIJCOSX def2/J DEFGRID3
* xyz 1 2
Ir 0.5682 -0.3681 -0.7946
F 4.4962 0.8940 -3.4571
C 3.8036 1.8899 -2.9298
F 4.5576 2.9729 -2.8541
F 2.7287 2.1442 -3.6561
S 3.2959 1.4285 -1.2205
O 2.5301 0.1584 -1.3822
O 4.5088 1.2898 -0.4890
N 2.4382 2.6292 -0.7127
S 0.8717 2.6920 -0.6805
O 0.3724 2.9038 0.6340
O 0.2760 1.6122 -1.5026
C 0.3787 4.2042 -1.6317
F 1.1627 4.3701 -2.6838
F -0.8774 4.0434 -2.0274
F 0.4623 5.2523 -0.8344
Br 0.7452 -8.9227 7.1563
C 0.2855 -8.2970 5.4490
C 0.9556 -8.7973 4.3327
C 0.6231 -8.3325 3.0833
C -0.3772 -7.3491 2.9317
C -1.0576 -6.8691 4.0717
C -0.7246 -7.3449 5.3191
N -0.6073 -6.8985 1.6722
N -1.5586 -6.0478 1.4706
C -1.3834 -4.8799 0.9325
C -2.6080 -4.1192 0.7433
C -2.6354 -2.8405 0.3221
C -1.3947 -2.1979 0.0128
O -1.3265 -1.0009 -0.3576
C -0.1519 -2.9528 0.1160
N 0.9339 -2.2540 -0.2592
C 2.1253 -2.8348 -0.2402
C 2.2606 -4.1644 0.1470
C 1.1558 -4.8908 0.5422
C -0.1013 -4.2719 0.5440
H 1.7218 -9.5494 4.4552
H 1.1156 -8.7124 2.1978
H -1.8520 -6.1438 3.9588
H -1.2468 -6.9933 6.1978
H -3.5206 -4.6458 0.9919
H -3.5515 -2.2784 0.2052
H 2.9620 -2.2276 -0.5589
H 3.2411 -4.6181 0.1307
H 1.2579 -5.9250 0.8310
C -2.9069 4.0970 2.2131
C -3.5668 3.7935 0.8685
Sb -3.0110 1.8407 0.1417
C -4.7980 0.8148 0.7958
C -4.7269 0.3776 2.2573
C -3.6567 2.0190 -1.9116
C -4.6926 3.1063 -2.1750
H -3.1903 5.0834 2.5853
H -1.8184 4.0697 2.1324
H -3.1946 3.3694 2.9766
H -3.2639 4.5290 0.1207
H -4.6548 3.8418 0.9395
H -4.9341 -0.0492 0.1387
H -5.6555 1.4695 0.6272
H -3.9081 -0.3308 2.4224
H -5.6496 -0.1041 2.5873
H -4.5513 1.2265 2.9219
H -4.0490 1.0334 -2.1749
H -2.7645 2.1641 -2.5226
H -5.5625 3.0032 -1.5232
H -5.0500 3.0672 -3.2061
H -4.2811 4.1027 -2.0101
C 1.4664 1.3748 5.3785
C 1.3025 0.9114 3.9639
C 2.3726 0.8578 3.0796
C 2.1705 0.4710 1.7714
N 0.9658 0.1356 1.2909
C -0.0707 0.1645 2.1437
C 0.0595 0.5354 3.4631
H 2.5123 1.3808 5.6780
H 0.9057 0.7422 6.0660
H 1.0809 2.3912 5.4793
H 3.3721 1.1247 3.3959
H 3.0110 0.4106 1.0984
H -1.0448 -0.0549 1.7324
H -0.8225 0.5571 4.0904
Se -0.1841 -1.1553 -3.0069
C 0.9104 -0.3468 -4.3507
C 0.4226 0.7366 -5.0682
C 1.1807 1.2313 -6.1200
N 2.3565 0.7241 -6.4832
C 2.8110 -0.3172 -5.7918
C 2.1313 -0.8882 -4.7243
H -0.5322 1.1806 -4.8200
H 0.8234 2.0765 -6.6980
H 3.7661 -0.7231 -6.1073
H 2.5420 -1.7463 -4.2089
*
```

Output
Energy relative to the best compared isomer or geometry (same formula, charge and spin) in eV: 1.098
Kohn-Sham gap (spin up / spin down) in eV: 5.045 / 4.822
E_LUMO (spin up / spin down) in eV: -5.00 / -5.22

***

5.
Formula: C34H35BrHgN6O2S4Sb
Source: OMol25
Level of theory: ωB97M-V/def2-TZVPD

ORCA input file:
```
! wB97M-V def2-TZVPD RIJCOSX def2/J DEFGRID3
* xyz -2 2
Hg 0.4253 0.7894 0.1079
C 1.7910 0.6000 5.1631
O 2.4170 -0.5826 4.6233
C 1.7198 -0.8621 3.4678
N 0.8067 -0.0699 3.1283
C 0.8137 1.0567 4.0521
C -0.5657 1.4449 4.5200
C -1.0531 2.7215 4.2658
C -2.3331 3.0796 4.6679
C -3.1313 2.1617 5.3347
C -2.6506 0.8828 5.5915
C -1.3745 0.5271 5.1827
C 2.2531 -1.9669 2.6408
C 3.3680 -2.6916 3.0508
C 3.9497 -3.5612 2.1438
C 3.4107 -3.6720 0.8727
C 2.2605 -2.9441 0.5836
N 1.6898 -2.1236 1.4514
C 1.6564 -2.9702 -0.7652
N 0.5793 -2.4165 -1.0939
C 0.4183 -2.5386 -2.5329
C 1.6566 -3.3788 -2.9666
O 2.3905 -3.5908 -1.7457
C -0.8980 -3.1676 -2.9195
C -1.4688 -4.1661 -2.1363
C -2.6653 -4.7586 -2.5144
C -3.3027 -4.3576 -3.6819
C -2.7397 -3.3601 -4.4667
C -1.5421 -2.7690 -4.0856
H 1.2703 0.3399 6.0862
H 2.5607 1.3372 5.3795
H 1.2281 1.9009 3.4963
H -0.4487 3.4256 3.7047
H -2.7116 4.0653 4.4305
H -4.1384 2.4304 5.6322
H -3.2818 0.1543 6.0877
H -1.0101 -0.4811 5.3605
H 3.7705 -2.5474 4.0430
H 4.8364 -4.1202 2.4145
H 3.8601 -4.2940 0.1117
H 0.4570 -1.5332 -2.9569
H 1.3759 -4.3447 -3.3846
H 2.2914 -2.8472 -3.6730
H -0.9767 -4.4632 -1.2164
H -3.1086 -5.5264 -1.8905
H -4.2388 -4.8158 -3.9770
H -3.2429 -3.0218 -5.3642
H -1.1131 -1.9761 -4.6900
S -0.5062 6.7899 -0.1802
Sb -0.2787 4.7559 -1.2916
S -2.5727 2.7917 0.7260
S -2.6716 3.6621 -1.0422
S -0.3397 5.2578 -3.5758
Br -2.8112 0.1817 -6.1503
C -1.2836 0.7767 -5.1804
C -0.2076 1.3159 -5.8629
C 0.8830 1.7205 -5.1176
C 0.8581 1.5286 -3.7415
N -0.1692 0.9893 -3.1043
C -1.2460 0.6402 -3.8063
H -0.2460 1.4596 -6.9341
H 1.7269 2.2031 -5.5902
H 1.6929 1.8343 -3.1192
H -2.0883 0.2388 -3.2523
C -2.9340 -0.9561 -0.4277
C -4.2151 -1.8199 -0.2486
N -4.1486 -2.5790 1.0124
C -2.9234 -3.3862 1.0022
C -1.6742 -2.4660 0.9337
N -2.0946 -1.0781 0.7634
C -2.8573 -0.6705 1.9411
C -4.0700 -1.6253 2.1294
H -3.1759 0.1012 -0.5606
H -2.3447 -1.2855 -1.2892
H -4.3346 -2.5353 -1.0676
H -5.1119 -1.1967 -0.2138
H -2.9789 -4.0537 0.1357
H -2.9190 -4.0086 1.9033
H -1.0165 -2.7209 0.1028
H -1.0800 -2.5187 1.8508
H -3.1799 0.3608 1.7956
H -2.1837 -0.6924 2.7989
H -5.0106 -1.0693 2.1635
H -3.9911 -2.2051 3.0555
*
```

Output
Energy relative to the best compared isomer or geometry (same formula, charge and spin) in eV: 1.944
Kohn-Sham gap (spin up / spin down) in eV: 3.664 / 3.636
E_LUMO (spin up / spin down) in eV: 3.50 / 3.50

***

Let's list molar mass in order: 815.2 838.9 784.5 1258.7 1090.2 g mol⁻¹.
Let's list F_max in order: 8.98 0.69 0.54 0.65 0.62 eV/Å.